The following is a DFT calculation (ωB97M-V/def2-TZVPD) of C32H42AsBr2CuN6O3Si3 as an isolated structure.

The geometry in XYZ format:
```
90
Properties=species:S:1:pos:R:3:forces:R:3
Cu 0.6934 0.0676 0.1805 0.32 0.03 0.05
C -1.6508 1.4564 -1.9399 0.01 0.02 -0.17
O -1.4325 0.5726 -0.8400 -0.07 0.15 0.27
C -2.4953 0.3884 0.0073 0.01 0.05 -0.07
C -3.8134 0.5279 -0.3837 -0.06 -0.03 -0.01
C -4.8178 0.3089 0.5508 -0.07 0.04 -0.04
Br -6.6190 0.4473 -0.0072 0.11 0.00 0.06
C -4.5243 0.0216 1.8641 0.01 0.00 0.04
C -3.1919 -0.0885 2.2721 0.00 0.12 -0.24
C -2.1879 0.0445 1.3212 -0.13 -0.11 0.11
O -0.8456 -0.1446 1.6303 -0.15 0.14 -0.18
C -2.9290 -0.2925 3.6995 -0.15 -0.08 0.39
N -3.8066 -0.7895 4.5235 -0.10 -0.14 -0.29
C -3.2239 -0.7495 5.7720 0.36 0.21 0.11
C -3.7283 -1.1392 7.0130 0.03 0.02 -0.06
C -2.9241 -0.9449 8.1163 -0.07 -0.06 0.07
C -1.6448 -0.3791 8.0089 0.08 0.03 -0.01
C -1.1243 0.0073 6.7903 0.07 0.00 -0.06
C -1.9370 -0.1900 5.6803 -0.34 -0.14 0.17
N -1.7638 0.0814 4.3386 0.26 -0.06 -0.16
H -2.1043 2.3900 -1.6036 0.02 -0.01 0.04
H -2.2830 1.0036 -2.7044 0.00 -0.04 0.01
H -0.6689 1.6597 -2.3628 0.01 0.01 0.01
H -4.0763 0.7854 -1.3993 0.04 0.00 0.00
H -5.3022 -0.1108 2.6012 0.00 0.01 0.02
H -0.7562 -0.7428 2.3848 0.05 -0.02 0.03
H -4.7184 -1.5667 7.0913 0.01 -0.01 0.02
H -3.2808 -1.2350 9.0957 -0.02 0.01 -0.01
H -1.0545 -0.2385 8.9045 0.00 -0.02 0.00
H -0.1350 0.4397 6.7040 -0.02 0.02 0.05
H -1.0140 0.6347 3.9607 -0.09 0.13 -0.08
O 6.6069 -0.0329 2.0160 0.08 -0.07 0.13
C 5.3417 0.2053 1.6360 -0.25 -0.03 0.11
C 4.9546 0.5522 0.3734 0.10 0.02 -0.19
C 3.5564 0.8845 0.1025 0.06 0.43 0.14
N 2.5741 0.4251 1.0444 -0.09 -0.10 0.29
C 3.0233 0.1281 2.2392 -0.44 0.08 -0.44
Br 1.7382 -0.2789 3.5760 -0.02 -0.09 0.08
C 4.3501 0.0513 2.6333 0.52 -0.01 -0.05
H 7.2256 0.0919 1.2880 -0.01 0.04 -0.05
H 5.6713 0.6408 -0.4353 0.03 0.04 0.05
H 3.2543 0.6267 -0.9153 0.00 0.05 -0.03
H 4.6380 -0.2014 3.6418 -0.07 0.00 0.02
C 1.3329 1.2086 -4.7418 0.05 -0.28 0.23
Si 2.3304 -0.2164 -4.0016 0.27 0.23 -0.54
C 4.0759 0.3401 -3.5443 -0.32 -0.22 0.14
C 2.3473 -1.6929 -5.1704 -0.13 0.08 0.35
As 1.2230 -0.8831 -1.9724 0.78 0.16 0.06
Si 3.3247 2.9019 0.1217 -0.13 -0.43 -0.09
C 3.3485 3.3967 1.9287 0.03 -0.03 -0.25
C 4.6862 3.6521 -0.9411 -0.19 0.03 0.16
C 1.6293 3.1073 -0.6736 0.27 0.05 0.12
Si 2.0142 -3.0594 -1.3599 0.28 -0.62 0.42
C 3.8566 -3.1945 -1.7293 -0.31 0.21 -0.04
C 1.0095 -4.3742 -2.2483 0.04 0.41 -0.02
C 1.7320 -3.0744 0.5113 0.05 0.03 -0.35
H 1.4083 1.1908 -5.8308 0.05 -0.06 -0.01
H 1.6884 2.1847 -4.4075 0.01 -0.03 0.09
H 0.2701 1.1336 -4.4991 -0.01 0.01 -0.05
H 4.6532 0.5665 -4.4422 -0.06 -0.01 -0.06
H 4.6045 -0.4444 -2.9965 0.03 0.03 -0.01
H 4.0522 1.2408 -2.9279 0.02 0.04 -0.01
H 3.0669 -1.5408 -5.9769 0.02 0.10 0.02
H 1.3692 -1.8418 -5.6327 0.00 0.00 0.01
H 2.6174 -2.6173 -4.6556 0.02 0.00 -0.04
H 4.2638 3.0665 2.4231 0.01 0.02 -0.01
H 2.4991 2.9664 2.4617 -0.01 -0.01 -0.02
H 3.2885 4.4814 2.0381 0.02 0.01 -0.06
H 5.3907 2.9140 -1.3253 -0.03 -0.04 0.01
H 5.2636 4.3861 -0.3765 0.00 -0.02 0.02
H 4.2491 4.1718 -1.7960 0.01 -0.01 0.00
H 0.8680 2.5436 -0.1271 -0.03 0.04 0.03
H 1.6471 2.7491 -1.7061 0.01 0.00 -0.02
H 1.3195 4.1544 -0.6890 0.00 0.00 0.00
H 4.0767 -3.0504 -2.7885 0.01 -0.02 0.01
H 4.2181 -4.1855 -1.4484 -0.04 -0.01 0.04
H 4.4231 -2.4568 -1.1553 0.01 0.00 0.00
H 1.0710 -4.2552 -3.3325 -0.01 -0.03 0.00
H -0.0432 -4.3292 -1.9654 0.01 0.02 0.00
H 1.3798 -5.3709 -2.0027 0.08 0.03 0.07
H 2.5521 -2.5566 1.0151 -0.04 0.03 0.01
H 1.6745 -4.0864 0.9153 0.02 -0.04 -0.06
H 0.7988 -2.5607 0.7588 -0.02 -0.06 0.04
N -0.3272 -1.5042 -2.7564 -0.86 -0.31 -0.35
C -0.8862 -1.5734 -3.7941 0.16 -0.08 0.24
C -1.6013 -1.6282 -4.9295 -0.17 0.20 -0.21
C -1.5323 -2.7394 -5.8133 0.11 -0.17 0.01
N -1.4530 -3.6405 -6.5233 0.02 0.01 0.03
C -2.3599 -0.4646 -5.2480 -0.04 0.19 -0.03
N -2.9102 0.5246 -5.4579 -0.01 -0.07 0.06
```
Forces are in eV/Å.

Summary:
HOMO (spin up / spin down) (eV): -10.47 / -10.47
Net charge: +1
<S²>: 0.774
Energy relative to the best compared isomer or geometry (same formula, charge and spin) (kJ/mol): 166.4
E_LUMO (spin up / spin down) (Ha): -0.0931 / -0.1554
Largest force on an atom (eV Å⁻¹): 1.0
Spin multiplicity: 2